# 1
53
Properties=species:S:1:pos:R:3:nbo_charge:R:1 method="wB97M-V/def2-TZVPD" orbital_gap_ev="5.54 / 5.20" multiplicity=3 total_charge=+2 e_homo_ev="-14.19 / -14.18" lumo_energy_ev="-8.653 / -8.976" s_squared=2.23 fmax_ev_per_a=4.68
C 0.832 -4.518 0.835 -0.13
C 1.465 -3.748 -0.130 -0.19
C 1.202 -2.361 -0.295 -0.02
C 0.356 -1.764 0.666 -0.24
C -0.403 -2.594 1.525 -0.04
C -0.146 -3.968 1.659 -0.20
C 2.021 -1.681 -1.355 -0.46
C 1.617 -1.213 -2.802 -0.28
N 0.277 -0.954 -3.286 0.03
Mo 0.128 0.273 1.561 0.97
C -1.554 -1.988 2.272 -0.75
P -2.126 -0.541 1.253 1.07
H 2.216 -4.209 -0.795 0.24
H -0.714 -4.564 2.382 0.25
H 1.092 -5.578 0.931 0.25
H -1.264 -1.681 3.287 0.26
H -2.389 -2.692 2.319 0.28
H 2.478 -0.792 -0.884 0.31
H 2.786 -2.437 -1.581 0.24
H 2.151 -0.246 -2.919 0.27
C -3.283 0.287 2.376 -0.95
C -3.290 -1.455 0.161 -0.93
H 2.056 -1.927 -3.533 0.27
C -0.791 -1.860 -2.989 -0.47
C -0.109 0.441 -3.363 -0.47
H -0.689 1.877 2.038 0.09
H -1.142 -2.380 -3.886 0.28
H -0.495 -2.604 -2.242 0.25
H -1.651 -1.305 -2.594 0.23
H -0.350 0.737 -4.395 0.28
H -0.999 0.621 -2.743 0.23
H 0.704 1.086 -3.001 0.27
H -4.104 -1.876 0.778 0.28
H -3.728 -0.775 -0.585 0.26
H -2.813 -2.288 -0.378 0.26
H -3.973 -0.450 2.799 0.27
H -2.701 0.799 3.147 0.25
H -3.812 1.022 1.761 0.27
H -1.006 1.719 1.392 0.09
O 2.782 2.443 -1.747 -0.62
C 2.238 2.157 -0.665 0.76
O 1.875 1.004 -0.234 -0.81
C 1.901 3.311 0.268 -0.09
C 1.518 3.067 1.597 -0.23
C 1.063 4.120 2.395 -0.23
C 0.941 5.415 1.861 -0.18
C 1.395 5.683 0.557 -0.18
C 1.912 4.647 -0.223 -0.17
H 1.608 2.032 2.005 0.13
H 0.766 3.935 3.421 0.22
H 0.516 6.228 2.462 0.24
H 1.338 6.695 0.142 0.24
H 2.299 4.850 -1.223 0.26

# 2
53
Properties=species:S:1:pos:R:3:nbo_charge:R:1 method="wB97M-V/def2-TZVPD" orbital_gap_ev=8.68 total_charge=0 e_homo_ev=-7.91 lumo_energy_ev=0.766 e_above_lowest_kcal_mol=7.0 fmax_ev_per_a=0.69 smiles=Cc1cccc(N2CCN(C[C@@H](O)COCc3cccs3)CC2)c1C
C -0.264 5.108 4.966 -0.65
C 0.778 4.203 4.377 0.09
C 2.047 4.157 4.940 -0.26
C 3.025 3.347 4.399 -0.20
C 2.736 2.547 3.311 -0.26
C 1.465 2.559 2.742 0.17
C 0.486 3.421 3.260 -0.06
C -0.853 3.533 2.594 -0.65
H -0.810 3.100 1.599 0.23
H -1.144 4.579 2.507 0.22
H -1.627 3.021 3.167 0.21
N 1.138 1.762 1.626 -0.47
C 2.212 1.360 0.745 -0.22
C 1.604 0.884 -0.573 -0.22
N 0.748 -0.260 -0.322 -0.44
C -0.323 0.132 0.579 -0.24
C 0.276 0.623 1.892 -0.22
H -0.516 0.913 2.581 0.21
H 0.852 -0.200 2.348 0.18
H -0.965 -0.730 0.757 0.23
H -0.937 0.934 0.134 0.17
C 0.250 -0.861 -1.542 -0.23
H -0.532 -0.249 -2.023 0.18
C -0.330 -2.257 -1.286 0.08
C -0.188 -3.147 -2.525 -0.09
O -0.802 -4.383 -2.220 -0.55
C -0.903 -5.260 -3.321 -0.09
C -1.827 -4.761 -4.385 -0.24
C -1.545 -4.464 -5.683 -0.25
C -2.667 -3.986 -6.398 -0.26
C -3.781 -3.917 -5.627 -0.40
S -3.490 -4.440 -4.016 0.44
H -4.763 -3.588 -5.902 0.24
H -2.638 -3.704 -7.435 0.23
H -0.569 -4.588 -6.119 0.22
H -1.277 -6.197 -2.896 0.21
H 0.090 -5.438 -3.761 0.18
H -0.689 -2.671 -3.380 0.18
H 0.872 -3.300 -2.776 0.17
O -1.693 -2.145 -0.948 -0.73
H -2.074 -3.030 -1.025 0.48
H 0.224 -2.724 -0.457 0.17
H 1.091 -0.955 -2.234 0.20
H 2.405 0.583 -1.253 0.20
H 1.046 1.718 -1.035 0.17
H 2.863 2.218 0.563 0.21
H 2.809 0.533 1.163 0.17
H 3.501 1.899 2.911 0.21
H 4.014 3.326 4.835 0.21
H 2.269 4.769 5.803 0.20
H 0.094 5.549 5.893 0.21
H -1.181 4.559 5.173 0.21
H -0.507 5.916 4.276 0.22

# 3
53
Properties=species:S:1:pos:R:3:nbo_charge:R:1 method="wB97M-V/def2-TZVPD" orbital_gap_ev=9.75 total_charge=0 e_homo_ev=-9.15 lumo_energy_ev=0.596 e_above_lowest_kcal_mol=16.8 fmax_ev_per_a=0.66 smiles="COCCCN1C(=O)c2ccccc2[C@H]1C(=O)NC1CCCCCC1"
C -4.461 1.249 -0.533 -0.26
O -4.187 1.231 -1.916 -0.54
C -3.051 1.964 -2.303 -0.06
C -1.728 1.320 -1.874 -0.44
H -0.899 1.943 -2.210 0.22
H -1.699 1.266 -0.785 0.21
C -1.611 -0.088 -2.464 -0.23
N -0.584 -0.888 -1.848 -0.42
C 0.596 -1.205 -2.459 0.66
O 0.982 -0.755 -3.517 -0.61
C 1.257 -2.186 -1.565 -0.19
C 2.466 -2.844 -1.703 -0.15
C 2.833 -3.745 -0.716 -0.22
C 2.008 -3.978 0.376 -0.19
C 0.796 -3.318 0.516 -0.23
C 0.427 -2.426 -0.470 0.09
C -0.776 -1.537 -0.572 -0.16
H -1.729 -2.079 -0.536 0.23
C -0.765 -0.534 0.605 0.68
O -1.678 -0.458 1.398 -0.63
N 0.349 0.212 0.645 -0.62
H 1.060 0.070 -0.057 0.40
C 0.639 1.172 1.696 -0.06
C 1.838 0.665 2.504 -0.39
C 2.033 1.372 3.843 -0.39
H 2.945 0.978 4.299 0.21
C 2.140 2.894 3.756 -0.41
H 2.496 3.255 4.724 0.21
C 0.799 3.566 3.453 -0.40
C 0.480 3.724 1.963 -0.39
H 0.971 4.622 1.581 0.20
C 0.904 2.549 1.078 -0.41
H 0.359 2.624 0.134 0.22
H 1.967 2.629 0.841 0.20
H -0.597 3.877 1.863 0.20
H 0.009 2.992 3.938 0.20
H 0.786 4.562 3.900 0.21
H 2.884 3.179 3.011 0.20
H 1.201 1.117 4.505 0.20
H 1.698 -0.402 2.695 0.21
H 2.741 0.774 1.897 0.19
H -0.257 1.198 2.323 0.23
H 0.157 -3.499 1.368 0.22
H 2.315 -4.687 1.131 0.22
H 3.770 -4.274 -0.796 0.22
H 3.094 -2.651 -2.559 0.23
H -1.367 -0.025 -3.527 0.23
H -2.574 -0.597 -2.348 0.21
H -3.103 2.012 -3.393 0.19
H -3.105 2.988 -1.900 0.17
H -4.507 2.278 -0.156 0.16
H -3.722 0.691 0.051 0.18
H -5.435 0.779 -0.413 0.19

What did the second record say?
53
Properties=species:S:1:pos:R:3:nbo_charge:R:1 method="wB97M-V/def2-TZVPD" orbital_gap_ev=8.68 total_charge=0 e_homo_ev=-7.91 lumo_energy_ev=0.766 e_above_lowest_kcal_mol=7.0 fmax_ev_per_a=0.69 smiles=Cc1cccc(N2CCN(C[C@@H](O)COCc3cccs3)CC2)c1C
C -0.264 5.108 4.966 -0.65
C 0.778 4.203 4.377 0.09
C 2.047 4.157 4.940 -0.26
C 3.025 3.347 4.399 -0.20
C 2.736 2.547 3.311 -0.26
C 1.465 2.559 2.742 0.17
C 0.486 3.421 3.260 -0.06
C -0.853 3.533 2.594 -0.65
H -0.810 3.100 1.599 0.23
H -1.144 4.579 2.507 0.22
H -1.627 3.021 3.167 0.21
N 1.138 1.762 1.626 -0.47
C 2.212 1.360 0.745 -0.22
C 1.604 0.884 -0.573 -0.22
N 0.748 -0.260 -0.322 -0.44
C -0.323 0.132 0.579 -0.24
C 0.276 0.623 1.892 -0.22
H -0.516 0.913 2.581 0.21
H 0.852 -0.200 2.348 0.18
H -0.965 -0.730 0.757 0.23
H -0.937 0.934 0.134 0.17
C 0.250 -0.861 -1.542 -0.23
H -0.532 -0.249 -2.023 0.18
C -0.330 -2.257 -1.286 0.08
C -0.188 -3.147 -2.525 -0.09
O -0.802 -4.383 -2.220 -0.55
C -0.903 -5.260 -3.321 -0.09
C -1.827 -4.761 -4.385 -0.24
C -1.545 -4.464 -5.683 -0.25
C -2.667 -3.986 -6.398 -0.26
C -3.781 -3.917 -5.627 -0.40
S -3.490 -4.440 -4.016 0.44
H -4.763 -3.588 -5.902 0.24
H -2.638 -3.704 -7.435 0.23
H -0.569 -4.588 -6.119 0.22
H -1.277 -6.197 -2.896 0.21
H 0.090 -5.438 -3.761 0.18
H -0.689 -2.671 -3.380 0.18
H 0.872 -3.300 -2.776 0.17
O -1.693 -2.145 -0.948 -0.73
H -2.074 -3.030 -1.025 0.48
H 0.224 -2.724 -0.457 0.17
H 1.091 -0.955 -2.234 0.20
H 2.405 0.583 -1.253 0.20
H 1.046 1.718 -1.035 0.17
H 2.863 2.218 0.563 0.21
H 2.809 0.533 1.163 0.17
H 3.501 1.899 2.911 0.21
H 4.014 3.326 4.835 0.21
H 2.269 4.769 5.803 0.20
H 0.094 5.549 5.893 0.21
H -1.181 4.559 5.173 0.21
H -0.507 5.916 4.276 0.22